2 unconnected molecules or ions with the total composition CH3ClO2P in a non-equilibrium geometry. Source: OMol25; level of theory: ωB97M-V/def2-TZVPD.

Output
DFT total energy (Eh): -992.0548
Charge: -1
Relative energy (zero: lowest compared OMol25 entry of this formula, charge and spin) (kcal/mol): 28.04
Orbital gap (eV): 7.451
Molar mass (g mol⁻¹): 113.5
LUMO (Eh): 0.11742
HOMO energy (eV): -4.2559

```
8
CH3ClO2P, DFT ωB97M-V/def2-TZVPD
C 0.23029 0.34613 0.66842
O -0.52076 -2.16693 -0.66945
O 1.51389 -0.83836 -1.42575
P 0.42076 -1.03681 -0.50781
Cl -2.43698 2.04634 -0.58117
H -0.44776 1.05262 0.21275
H -0.02837 -0.00476 1.61947
H 1.26893 0.60177 0.68354
```

C4H4O in the gas phase in a non-equilibrium geometry. Source: OMol25; level of theory: ωB97M-V/def2-TZVPD.

Output
DFT total energy (Eh): -229.9477
Charge: 0
Relative energy (zero: lowest compared OMol25 entry of this formula, charge and spin) (kcal/mol): 50.33
Orbital gap (eV): 10.379
Molar mass (g mol⁻¹): 68.1
LUMO (Eh): 0.02362
HOMO energy (eV): -9.7360
SMILES: C=C=CC=O

```
9
C4H4O, DFT ωB97M-V/def2-TZVPD
C -0.18570 -1.48315 -0.38930
C 0.67483 -0.60828 0.08392
C 0.95291 0.61394 0.42618
C -0.40266 1.24430 0.08756
O -1.26288 1.48991 0.90178
H -0.21014 -1.75566 -1.43892
H -0.94800 -1.87649 0.27551
H 1.81322 1.07905 0.90965
H -0.57494 1.29394 -1.01048
```

C5H8O2 in the gas phase in a non-equilibrium geometry. Source: OMol25; level of theory: ωB97M-V/def2-TZVPD.

Output
DFT total energy (Eh): -345.6465
Charge: 0
Relative energy (zero: lowest compared OMol25 entry of this formula, charge and spin) (kcal/mol): 99.42
Orbital gap (eV): 10.097
Molar mass (g mol⁻¹): 100.1
LUMO (Eh): 0.03609
HOMO energy (eV): -9.1147
SMILES: C[C@H]1OC12COC2

```
15
C5H8O2, DFT ωB97M-V/def2-TZVPD
C 2.07832 -0.35520 0.47187
C 0.96853 0.66188 0.51389
O 0.60149 1.21552 -0.73578
C -0.34966 0.36338 -0.21192
C -1.80007 0.85387 -0.08437
O -2.26075 -0.46204 -0.43106
C -0.92684 -0.96068 -0.62544
H 2.12622 -0.88926 1.42362
H 1.89101 -1.06386 -0.34517
H 3.07601 0.07554 0.29918
H 0.25955 0.78235 1.32731
H -2.22294 1.21675 0.86384
H -2.02378 1.59155 -0.87325
H -0.69634 -1.23076 -1.65234
H -0.72075 -1.79904 0.05961
```

C2HNO3 in the gas phase in a non-equilibrium geometry. Source: OMol25; level of theory: ωB97M-V/def2-TZVPD.

Output
DFT total energy (Eh): -357.1030
Charge: 0
Relative energy (zero: lowest compared OMol25 entry of this formula, charge and spin) (kcal/mol): 118.99
Orbital gap (spin up / spin down) (eV): 8.385 / 8.587
Molar mass (g mol⁻¹): 87.0
LUMO (spin up / spin down) (Eh): -0.04307 / -0.03540
HOMO energy (spin up / spin down) (eV): -9.5573 / -9.5504

```
7
C2HNO3, DFT ωB97M-V/def2-TZVPD
C -1.02853 -0.98706 -0.05443
C 1.67435 -0.03251 0.05603
N -0.60883 0.34086 0.14730
O -2.16003 -1.30496 0.06982
O 2.83881 0.17895 0.05549
O 0.65278 0.81805 -0.00036
H -1.36855 0.98668 -0.27386
```

A molecular structure, C3H4NOS2 in a non-equilibrium geometry. Source: OMol25; level of theory: ωB97M-V/def2-TZVPD.

Output
DFT total energy (Eh): -1043.0939
Charge: -1
Relative energy (zero: lowest compared OMol25 entry of this formula, charge and spin) (kcal/mol): 37.31
Orbital gap (eV): 7.926
Molar mass (g mol⁻¹): 134.2
LUMO (Eh): 0.12437
HOMO energy (eV): -4.5412

```
11
C3H4NOS2, DFT ωB97M-V/def2-TZVPD
C 1.43626 1.33907 -1.34945
C 0.30694 -0.69422 2.38212
C 0.15524 1.22067 -1.19953
N -0.03971 -0.56573 1.26189
O 2.53858 1.22877 -1.79976
S 0.53638 -0.90410 3.93897
S -1.87428 -1.89379 -0.51104
H -0.11485 0.37959 -0.67297
H -1.55386 -0.86935 -1.36467
H -0.61255 2.03471 -1.23717
H -0.77815 -1.27563 0.55160
```

C2H6OSSi in the gas phase in a non-equilibrium geometry. Source: OMol25; level of theory: ωB97M-V/def2-TZVPD.

Output
DFT total energy (Eh): -842.6474
Charge: 0
Relative energy (zero: lowest compared OMol25 entry of this formula, charge and spin) (kcal/mol): 52.07
Orbital gap (eV): 8.975
Molar mass (g mol⁻¹): 106.2
LUMO (Eh): 0.02071
HOMO energy (eV): -8.4120
SMILES: C=CSO[SiH3]

```
11
C2H6OSSi, DFT ωB97M-V/def2-TZVPD
C -1.06492 0.54144 -1.13574
C -0.04350 -0.06317 -1.73031
S 1.40817 -0.52508 -0.99951
O 1.39609 0.25415 0.55652
Si 0.59156 -0.28436 1.88670
H -1.93331 0.59651 -1.94262
H -1.21601 0.92886 -0.19687
H -0.05055 -0.44363 -2.74065
H 0.33209 1.03276 2.24843
H 1.21879 -1.32615 2.68652
H -0.63842 -0.71134 1.36753
```